Entry from the Open Molecules 2025 dataset: 4 unconnected molecules or ions with the total composition C30H58N2O12P3 at a distorted geometry (the ωB97M-V functional and the def2-TZVPD basis).

```
105
Properties=species:S:1:pos:R:3:forces:R:3
C 6.4293 4.2223 0.1114 -0.45 -0.20 0.50
C 5.0600 4.8193 -0.1294 0.46 -0.08 -0.12
C 4.6998 5.9177 0.6427 -0.35 0.38 0.22
C 3.4543 6.5080 0.5178 0.11 -0.29 -0.20
C 2.5606 5.9846 -0.4005 -0.76 0.33 0.01
C 2.8986 4.9147 -1.1974 0.26 -0.30 0.10
C 4.1549 4.3240 -1.0717 0.07 0.10 -0.12
C 4.5095 3.1408 -1.9656 0.28 0.26 0.30
C 4.2028 1.8788 -1.2199 0.34 -0.31 -0.24
C 5.1735 0.9993 -0.7687 -0.94 0.19 0.01
C 4.6966 -0.1362 -0.1270 0.93 0.13 -0.06
N 3.4051 -0.3370 0.0362 -0.34 -0.46 0.37
N 2.4163 0.4764 -0.3271 1.11 0.04 -0.14
C 2.8554 1.5456 -0.9386 -0.65 0.61 -0.35
H 6.4334 3.8317 1.1338 0.17 0.01 -0.01
H 6.6587 3.3789 -0.5326 0.17 0.16 -0.16
H 7.2168 4.9708 0.0565 0.02 -0.03 -0.16
H 5.3763 6.3372 1.3779 0.22 -0.18 -0.09
H 3.1703 7.3601 1.1187 0.07 0.00 0.05
H 1.5720 6.4169 -0.4917 0.03 0.06 -0.10
H 2.1865 4.5157 -1.9104 -0.01 0.15 -0.09
H 5.5670 3.1628 -2.2227 -0.01 -0.06 -0.02
H 3.9707 3.2063 -2.9117 -0.24 -0.15 0.13
H 6.2293 1.1747 -0.9049 0.03 -0.12 -0.02
H 5.3811 -0.8841 0.2514 -0.24 -0.18 0.05
H 3.1012 -1.1957 0.4831 -0.14 0.06 0.04
H 2.0873 2.2313 -1.2761 -0.09 -0.07 0.12
O -0.3032 7.5055 -3.2569 1.08 2.35 2.98
P -1.5619 8.3104 -3.2983 -3.23 -3.85 -5.62
O -2.6110 7.0314 -3.3550 -0.10 0.26 0.32
C -2.7079 6.1620 -2.2323 0.05 -0.10 0.01
C -3.2704 6.8377 -0.9931 0.11 0.10 -0.01
O -1.5711 8.7792 -4.8535 -0.02 0.69 0.57
C -0.3511 9.0557 -5.5518 0.25 -0.19 -0.24
C 0.0174 7.9023 -6.4627 -0.16 -0.10 -0.13
O -2.7051 9.3282 -2.8311 2.08 0.58 1.96
C -3.8433 9.7228 -3.6307 -0.64 0.74 -0.22
C -4.9459 8.6957 -3.7479 0.20 -0.39 -0.12
H -1.7220 5.7371 -2.0164 0.00 0.00 -0.02
H -3.3614 5.3437 -2.5365 0.00 0.03 -0.08
H -2.6037 7.6265 -0.6345 0.00 -0.04 0.04
H -3.3985 6.1106 -0.1900 0.02 -0.02 -0.01
H -4.2320 7.3014 -1.2008 -0.03 -0.06 0.03
H 0.4561 9.2728 -4.8531 -0.05 -0.12 0.10
H -0.5167 9.9594 -6.1398 -0.13 0.01 0.06
H -0.0804 6.9481 -5.9464 0.11 0.06 0.14
H 1.0413 8.0051 -6.8241 -0.01 0.04 -0.01
H -0.6499 7.8700 -7.3250 0.02 0.01 -0.01
H -3.5265 10.0679 -4.6115 0.30 -0.20 0.01
H -4.2391 10.5989 -3.1165 0.18 -0.05 0.19
H -4.6747 7.8808 -4.4150 0.03 -0.02 0.04
H -5.8339 9.1773 -4.1606 0.05 0.14 0.06
H -5.1991 8.2706 -2.7789 -0.07 0.08 0.00
O -1.7349 -4.5782 -0.3876 0.49 0.21 -2.89
P -2.5323 -3.3456 -0.5045 -2.11 0.65 5.24
O -1.7497 -2.2055 0.3545 -0.07 0.06 -0.68
C -0.4304 -1.8475 -0.0341 0.35 -0.01 0.05
C -0.3576 -1.1663 -1.3882 -0.22 -0.13 -0.14
O -3.7816 -3.6160 0.4957 0.05 0.25 -0.35
C -4.1809 -4.9505 0.8340 0.03 -0.26 0.22
C -3.6861 -5.3250 2.2156 -0.05 0.15 0.18
O -3.3461 -2.4467 -1.5255 1.48 -1.04 -1.36
C -4.4194 -1.5565 -1.1638 -0.78 0.51 -0.36
C -3.9807 -0.2682 -0.5064 0.27 -0.11 0.32
H 0.2018 -2.7431 -0.0253 -0.05 -0.02 -0.01
H -0.0595 -1.1697 0.7375 -0.12 -0.01 0.06
H -0.6702 -1.8372 -2.1915 0.05 -0.02 0.01
H 0.6636 -0.8480 -1.5916 0.00 -0.02 -0.03
H -1.0117 -0.2960 -1.4260 0.06 0.05 0.05
H -3.8272 -5.6613 0.0889 0.14 0.08 -0.02
H -5.2713 -4.9737 0.8062 0.00 0.14 -0.03
H -2.6406 -5.0477 2.3447 0.06 -0.10 -0.15
H -3.7901 -6.3967 2.3890 -0.02 0.00 -0.02
H -4.2554 -4.7957 2.9814 0.00 -0.01 0.00
H -5.1662 -2.0682 -0.5633 0.25 -0.24 0.13
H -4.9058 -1.3181 -2.1099 0.20 -0.12 -0.12
H -3.6612 -0.4260 0.5225 0.05 -0.04 -0.01
H -4.8211 0.4267 -0.4862 -0.04 -0.05 -0.10
H -3.1585 0.1948 -1.0513 -0.07 0.03 -0.07
O 2.6316 -7.6732 3.8637 0.97 0.19 2.74
P 1.4229 -8.2966 4.4342 -3.30 -0.59 -4.40
O 1.3546 -9.8178 3.9024 0.13 0.20 0.58
C 2.4094 -10.7263 4.2452 0.27 -0.22 0.02
C 2.4727 -11.0268 5.7305 -0.07 0.18 0.06
O 0.2294 -7.6287 3.5427 -0.01 -0.24 0.38
C 0.4267 -6.3895 2.8655 0.11 0.11 -0.30
C 0.6716 -6.6176 1.3874 -0.14 -0.16 -0.13
O 0.5632 -8.3949 5.7646 2.03 0.50 0.80
C -0.8515 -8.6556 5.8123 -0.78 0.03 0.58
C -1.2386 -10.0931 5.5512 0.18 -0.11 -0.36
H 3.3628 -10.3227 3.8958 -0.05 0.06 -0.02
H 2.2145 -11.6418 3.6887 -0.12 0.08 -0.07
H 2.7212 -10.1311 6.3056 0.06 -0.04 0.00
H 3.2335 -11.7810 5.9312 0.02 0.01 -0.04
H 1.5140 -11.3897 6.0979 0.02 -0.08 -0.03
H 1.2471 -5.8293 3.3136 0.09 -0.13 0.03
H -0.4795 -5.7971 3.0076 -0.07 -0.10 0.05
H 1.3946 -7.4170 1.2265 0.14 0.09 0.15
H 1.0388 -5.7081 0.9086 -0.06 0.02 -0.01
H -0.2507 -6.9163 0.8878 0.00 0.08 -0.02
H -1.3971 -7.9779 5.1610 0.29 0.04 -0.23
H -1.1430 -8.3944 6.8303 0.25 0.01 0.05
H -1.1465 -10.3530 4.4978 0.07 0.01 0.00
H -2.2814 -10.2399 5.8359 0.01 0.08 0.08
H -0.6204 -10.7807 6.1262 -0.06 0.02 0.08
```
Forces are in eV/Å.

Computed properties:
E ... -3214.25560 Eh
Max |F| ... 7.54 eV/Å
Gap between HOMO and LUMO ... 6.8 eV
Highest occupied orbital energy ... -0.423 Ha
Net charge ... +1

Atom charges from the Mulliken analysis, given in e for atoms 1 to 8: C -1.586; C 1.086; C -0.481; C -0.689; C -0.712; C -0.733; C 0.833; C -1.817